No. 1
Computed, not measured: 17 unconnected molecules or ions with the total composition H32O20P, with ωB97M-V/def2-TZVPD.

ΔE to the lowest compared entry with this formula, charge and spin, kcal per mole: 0.00
Total charge: -3
DFT total energy, eV: -50764.238
LUMO, eV: 6.9

Bonds (Å) are listed after each position.
CARTESIAN COORDINATES (ANGSTROEM)
1 O -0.3301 1.0205 1.8593  P33 1.582
2 O -0.8520 -3.4388 2.4376  H8 0.957, H23 0.957
3 H 2.2288 -1.7882 1.1552  O4 0.957
4 O 1.4071 -2.2777 1.1923  H3 0.957, H31 0.957
5 H 1.9477 -0.2478 3.2319  O41 0.957
6 H 0.9317 -1.2620 -2.5990  O26 0.957
7 H -0.2006 2.0898 -1.6594  O17 0.957
8 H -0.1660 -3.1101 1.8566  O2 0.957
9 O -1.2525 1.2867 -0.5510  P33 1.564
10 H 1.1058 0.0606 -1.8832  O26 0.957
11 H 2.4454 -0.1221 0.4327  O13 0.957
12 H -1.7468 1.9641 1.8362  O34 0.957
13 O 3.2327 -0.4570 0.8620  H11 0.957, H48 0.957
14 O -2.6943 2.5420 -2.3277  H16 0.957, H50 0.957
15 H -2.9024 0.8208 -0.2339  O36 0.957
16 H -2.0825 3.0596 -2.8513  O14 0.957
17 O 0.3175 2.5597 -2.3128  H7 0.957, H45 0.957
18 H 3.7930 -1.1100 -0.6918  O53 0.957
19 H -3.0532 2.5824 1.3858  O34 0.957
20 H -3.3726 -0.3766 1.4904  O42 0.957
21 H 2.0598 2.5507 1.6331  O35 0.957
22 O -0.6366 -0.9623 0.2301  P33 1.529
23 H -1.4897 -2.7263 2.4831  O2 0.957
24 H -1.8905 -0.4770 1.7822  O42 0.957
25 O 0.5724 -2.9007 -1.4102  H32 0.957, H43 0.957
26 O 1.3479 -0.4042 -2.6842  H6 0.957, H10 0.957
27 O 1.1773 0.5768 -0.2361  P33 1.549
28 H 2.4147 1.7611 -0.6689  O40 0.957
29 H -1.5912 -0.3209 -2.9290  O30 0.957
30 O -2.1804 -0.7234 -2.2910  H29 0.957, H46 0.957
31 H 0.7282 -1.6180 1.0501  O4 0.957
32 H 0.2378 -2.4565 -0.6311  O25 0.957
33 P -0.2492 0.5105 0.3642  O1 1.582, O9 1.564, O22 1.529, O27 1.549
34 O -2.3743 2.6524 2.0569  H12 0.957, H19 0.957
35 O 1.3748 2.9094 2.1972  H21 0.957, H39 0.957
36 O -3.7776 0.4335 -0.2147  H15 0.957, H47 0.957
37 H -2.1052 -3.0786 -1.1716  O49 0.957
38 H 0.5452 0.1890 2.8661  O41 0.957
39 H 0.6631 2.2714 2.1460  O35 0.957
40 O 3.1015 2.4116 -0.5229  H28 0.957, H44 0.957
41 O 1.0675 -0.1475 3.5942  H5 0.957, H38 0.957
42 O -2.7504 -0.6671 2.1572  H20 0.957, H24 0.957
43 H 1.5184 -2.7580 -1.3801  O25 0.957
44 H 3.4152 2.6306 -1.4003  O40 0.957
45 H 1.0543 1.9776 -2.4987  O17 0.957
46 H -1.8181 -0.4760 -1.4402  O30 0.957
47 H -3.7552 -0.2436 -0.8909  O36 0.957
48 H 3.8501 0.2741 0.8351  O13 0.957
49 O -2.2575 -2.9797 -0.2318  H37 0.957, H51 0.957
50 H -2.1450 1.8915 -1.8902  O14 0.957
51 H -1.7353 -2.2170 0.0169  O49 0.957
52 H 3.1575 -0.4742 -1.9099  O53 0.957
53 O 3.7141 -1.2050 -1.6410  H18 0.957, H52 0.957


No. 2
Computed, not measured: 13 unconnected molecules or ions with the total composition H34N5O11S, with ωB97M-V/def2-TZVPD.

Total charge: +3
DFT total energy, eV: -41330.183
LUMO, eV: -7.4

Bonds (Å) are listed after each position.
CARTESIAN COORDINATES (ANGSTROEM)
1 H -5.3696 0.0481 2.8057  N29 1.010
2 H -3.3417 -4.5824 0.7467  N20 1.010
3 H -0.7744 -1.8398 -6.1117  N26 1.010
4 H 4.4227 -1.4445 2.1305  O34 0.957
5 O 1.3406 -0.2979 -0.1432  S24 1.479
6 H -2.5484 6.2375 -1.6913  N19 1.010
7 O -0.3815 -0.0183 1.5728  S24 1.482
8 H -2.0457 7.0875 -0.4436  N19 1.010
9 H 4.9712 -0.2255 -4.2513  O51 0.957
10 O 0.1188 1.7595 0.0019  S24 1.482
11 H 4.8483 -0.6266 -2.7967  O51 0.957
12 H 4.0519 2.9764 0.8208  N46 1.010
13 H 1.5154 -5.2437 4.5636  O44 0.957
14 H -3.4209 6.1389 -0.2919  N19 1.010
15 O -0.2428 2.9187 -4.5457  H36 0.957, H42 0.957
16 H 0.2653 -3.0212 -5.4043  N26 1.010
17 H -2.8404 -5.7866 -0.4093  N20 1.010
18 H -5.5375 1.3158 -2.4187  O30 0.957
19 N -2.4928 6.2140 -0.6831  H6 1.010, H8 1.010, H14 1.010, H33 1.010
20 N -3.1850 -4.8579 -0.2123  H2 1.010, H17 1.010, H37 1.010, H43 1.010
21 H 5.4675 2.9297 1.6956  N46 1.010
22 H -4.8981 0.2001 4.3269  N29 1.010
23 H 0.7988 -3.9295 4.7906  O44 0.957
24 S 0.0237 0.2912 0.1810  O5 1.479, O7 1.482, O10 1.482, O47 1.455
25 H -4.0286 1.4394 -2.4159  O30 0.957
26 N -0.0187 -2.0547 -5.4770  H3 1.010, H16 1.010, H27 1.010, H41 1.010
27 H -0.2943 -1.7591 -4.5514  N26 1.010
28 H 1.3549 1.1195 6.0479  O45 0.957
29 N -4.6685 0.4863 3.3859  H1 1.010, H22 1.010, H39 1.010, H50 1.010
30 O -4.8209 1.8473 -2.7654  H18 0.957, H25 0.957
31 H 0.0617 0.6639 5.4062  O45 0.957
32 H 4.6040 4.2868 1.6642  N46 1.010
33 H -1.8910 5.4559 -0.3947  N19 1.010
34 O 5.0619 -1.2244 2.8082  H4 0.957, H40 0.957
35 O 1.8993 -4.8475 0.0397  H38 0.957, H49 0.957
36 H 0.1069 2.8744 -3.6558  O15 0.957
37 H -4.1002 -4.7477 -0.6251  N20 1.010
38 H 2.0738 -3.9087 -0.0262  O35 0.957
39 H -4.5003 1.4815 3.4246  N29 1.010
40 H 4.9082 -1.8670 3.5008  O34 0.957
41 H 0.7359 -1.4700 -5.8068  N26 1.010
42 H 0.5239 2.8198 -5.1101  O15 0.957
43 H -2.5567 -4.1921 -0.6388  N20 1.010
44 O 1.2593 -4.6302 5.2523  H13 0.957, H23 0.957
45 O 0.4486 0.8890 6.2522  H28 0.957, H31 0.957
46 N 4.8735 3.4917 1.1028  H12 1.010, H21 1.010, H32 1.010, H48 1.010
47 O -0.9169 -0.3461 -0.7286  S24 1.455
48 H 5.5224 3.7198 0.3632  N46 1.010
49 H 1.9632 -5.1672 -0.8603  O35 0.957
50 H -3.7880 0.0675 3.1223  N29 1.010
51 O 5.4411 -0.6717 -3.5469  H9 0.957, H11 0.957


No. 3
Computed, not measured: 16 unconnected molecules or ions with the total composition H34NO15, with ωB97M-V/def2-TZVPD.

ΔE to the lowest compared entry with this formula, charge and spin, kcal per mole: 19.49
Total charge: +1
DFT total energy, eV: -32749.680
LUMO, eV: -3.3

Bonds (Å) are listed after each position.
CARTESIAN COORDINATES (ANGSTROEM)
1 O 0.7009 -2.0862 3.2329  H4 0.954, H44 0.989
2 O -2.6232 -0.9524 -1.4453  H14 0.976, H27 0.922
3 H 3.0723 -2.6204 1.5834  O41 0.962
4 H -0.0937 -1.5645 3.3118  O1 0.954
5 H -1.0814 -0.3050 0.3568  N28 0.988
6 H 0.9544 -3.5461 -0.0122  O11 0.964
7 H 0.5166 -2.6314 -2.1624  O40 0.972
8 H -1.0335 3.8306 0.2368  O29 0.960
9 O 1.7653 0.8898 -2.2937  H36 0.948, H39 0.958
10 O -1.6224 2.3765 1.6468  H21 0.978, H45 0.967
11 O 0.3817 -3.0777 -0.6301  H6 0.964, H50 0.958
12 H -2.6862 -2.3641 0.9052  O42 0.943
13 H 2.5662 1.5800 2.2048  O38 0.972
14 H -3.2045 -0.7339 -0.6918  O2 0.976
15 O -0.5158 0.1762 -3.4730  H30 0.943, H34 0.964
16 O 2.8814 -1.2285 -0.8457  H18 0.931, H23 0.937
17 H -0.0910 -2.8257 -3.3687  O40 0.963
18 H 3.0029 -2.0552 -1.2567  O16 0.931
19 H 2.0603 -1.8334 2.3070  O41 0.962
20 H -0.1174 -0.1218 -0.9143  N28 0.990
21 H -2.3999 2.9425 1.8253  O10 0.978
22 H 0.5000 -0.3249 0.6515  N28 1.000
23 H 2.8532 -1.3671 0.0801  O16 0.937
24 O 0.9565 3.2710 -0.7423  H31 0.975, H33 0.925
25 H -1.9268 5.0821 0.7836  O29 0.995
26 H -1.7490 -0.5652 3.5434  O32 0.979
27 H -2.8128 -1.8323 -1.6470  O2 0.922
28 N -0.2105 0.0509 0.0558  H5 0.988, H20 0.990, H22 1.000, H37 0.990
29 O -1.1287 4.7854 0.2692  H8 0.960, H25 0.995
30 H -0.2187 0.5960 -4.2631  O15 0.943
31 H 1.2907 4.1020 -1.1276  O24 0.975
32 O -1.1931 -0.1050 2.8823  H26 0.979, H49 0.949
33 H 1.4661 2.6479 -1.1991  O24 0.925
34 H -0.1187 -0.6983 -3.3906  O15 0.964
35 H -0.9293 2.6749 -2.1616  O43 0.975
36 H 1.3577 0.6329 -3.1101  O9 0.948
37 H -0.1801 1.0152 0.2788  N28 0.990
38 O 1.6293 1.4977 1.9599  H13 0.972, H47 0.943
39 H 2.1444 0.1616 -1.7999  O9 0.958
40 O 0.5930 -2.2306 -3.0451  H7 0.972, H17 0.963
41 O 2.8764 -1.7069 1.8137  H3 0.962, H19 0.962
42 O -1.7559 -2.5151 0.9229  H12 0.943, H48 1.001
43 O -1.7804 2.2776 -1.8989  H35 0.975, H46 0.947
44 H 0.7554 -2.6401 4.0501  O1 0.989
45 H -0.8469 2.9166 1.8537  O10 0.967
46 H -1.8830 1.4366 -2.3225  O43 0.947
47 H 1.1741 2.1399 2.4785  O38 0.943
48 H -1.5003 -3.0475 1.7308  O42 1.001
49 H -1.4976 0.7920 2.8168  O32 0.949
50 H -0.2979 -2.8965 0.0197  O11 0.958


No. 4
Computed, not measured: 17 unconnected molecules or ions with the total composition H34O17, with ωB97M-V/def2-TZVPD.

ΔE to the lowest compared entry with this formula, charge and spin, kcal per mole: 16.72
DFT total energy, eV: -35361.286
LUMO, eV: -0.2

Bonds (Å) are listed after each position.
CARTESIAN COORDINATES (ANGSTROEM)
1 H -1.8098 0.4270 -2.8303  O4 0.953
2 H 2.1632 1.0290 2.7437  O25 0.967
3 H 0.0842 -0.4930 -0.7293  O42 0.969
4 O -1.6768 0.0960 -3.7143  H1 0.953, H27 0.995
5 H 2.3162 0.2320 -1.4803  O22 0.976
6 H -1.5418 2.0660 1.0067  O51 0.955
7 O -0.6538 0.6670 3.1037  H39 0.925, H50 0.980
8 O -2.4548 -2.8700 -0.6633  H12 0.951, H18 0.950
9 H 0.6602 -0.4250 0.7217  O42 0.986
10 H 0.5862 -2.4540 1.1337  O43 0.975
11 O -1.9758 -1.2280 1.5297  H28 0.981, H33 0.986
12 H -2.6098 -2.9190 -1.6003  O8 0.951
13 O 2.5902 1.4240 0.9287  H17 0.996, H30 0.930
14 H 1.1232 -1.2480 2.9657  O20 0.954
15 H -0.9318 -2.0840 -2.0753  O35 0.967
16 O 0.3372 2.9450 0.6267  H23 0.951, H31 0.963
17 H 2.3652 0.6510 0.3427  O13 0.996
18 H -2.4788 -1.9570 -0.4023  O8 0.950
19 H 2.6712 -1.2910 -1.3893  O22 0.969
20 O 1.4342 -1.1970 2.0657  H14 0.954, H48 0.951
21 H -0.4488 2.7960 -0.9523  O36 0.984
22 O 2.8022 -0.4340 -0.9573  H5 0.976, H19 0.969
23 H 0.1312 3.1710 1.5277  O16 0.951
24 H 1.2012 -3.2230 -0.7223  O26 0.924
25 O 1.8362 1.1860 3.6397  H2 0.967, H45 0.966
26 O 1.9742 -3.1400 -1.2223  H24 0.924, H40 0.958
27 H -1.3728 0.9710 -4.0763  O4 0.995
28 H -1.7548 -1.9840 2.1137  O11 0.981
29 H -1.9198 0.1150 -0.3453  O46 0.937
30 H 3.3722 1.7940 0.5877  O13 0.930
31 H 0.7792 2.0950 0.7257  O16 0.963
32 H -0.0508 -1.0480 -2.8313  O35 0.964
33 H -1.4038 -0.5490 1.9577  O11 0.986
34 O 1.2842 1.0650 -2.5083  H38 0.967, H44 0.968
35 O -0.1118 -1.5740 -2.0253  H15 0.967, H32 0.964
36 O -0.8988 2.6440 -1.8143  H21 0.984, H41 0.972
37 H -3.0838 0.9010 -0.8933  O46 0.958
38 H 0.4232 1.4550 -2.3033  O34 0.967
39 H -1.1798 1.3740 3.3857  O7 0.925
40 H 1.6552 -3.0040 -2.1153  O26 0.958
41 H -1.8688 2.6840 -1.7583  O36 0.972
42 O 0.1382 0.0770 0.0527  H3 0.969, H9 0.986
43 O 0.1262 -3.1460 0.6227  H10 0.975, H47 0.964
44 H 1.8482 1.7320 -2.9253  O34 0.968
45 H 1.9242 0.3550 4.1247  O25 0.966
46 O -2.6088 0.0730 -0.9783  H29 0.937, H37 0.958
47 H -0.7248 -2.7520 0.3977  O43 0.964
48 H 2.3852 -1.1970 2.0897  O20 0.951
49 H -2.4588 3.0920 0.7427  O51 0.954
50 H 0.2952 0.9120 3.1307  O7 0.980
51 O -2.4878 2.1880 1.0447  H6 0.955, H49 0.954


No. 5
Computed, not measured: 17 unconnected molecules or ions with the total composition H35O17, with ωB97M-V/def2-TZVPD.

ΔE to the lowest compared entry with this formula, charge and spin, kcal per mole: 53.88
Total charge: +1
DFT total energy, eV: -35369.987
LUMO, eV: -2.8

Bonds (Å) are listed after each position.
CARTESIAN COORDINATES (ANGSTROEM)
1 H 0.3497 1.6664 -0.3285  O48 0.966
2 O -1.5574 -0.9053 0.9116  H11 0.948, H44 0.961
3 O -0.4349 2.8205 -2.1166  H24 0.966, H30 0.958
4 O 2.0186 -1.6707 -0.3868  H33 0.950, H38 0.966
5 H 0.9187 3.3002 2.6037  O39 0.957
6 H 0.8142 -1.1505 2.3987  O34 0.973
7 H -4.2274 2.0023 -1.8662  O43 0.961
8 H -1.9699 -1.9413 2.2129  O35 0.995
9 O 1.2704 0.6234 -2.4390  H22 0.956, H27 0.957
10 H -0.6611 -1.7702 3.0953  O35 1.075
11 H -1.7328 0.0228 0.8273  O2 0.948
12 O -0.3473 -2.1479 -2.2953  H36 0.971, H40 0.970
13 O 0.6183 -3.4604 1.1936  H37 0.964, H45 0.987
14 H 1.4813 -2.0119 3.4081  O34 0.969
15 O 3.4306 0.5063 0.3632  H17 0.967, H51 0.960
16 H 3.5806 0.3874 -3.0174  O20 0.965
17 H 2.5077 0.7939 0.3425  O15 0.967
18 H 0.0399 -3.6579 -1.4308  O25 0.975
19 H -4.4737 1.6676 -0.4380  O43 0.950
20 O 4.3018 0.5434 -2.3963  H16 0.965, H26 0.965
21 O -3.3901 -2.2902 -0.8053  H23 0.956, H49 0.955
22 H 0.9417 0.1150 -3.1784  O9 0.956
23 H -4.2799 -2.3579 -1.1468  O21 0.956
24 H -0.5898 3.1260 -1.2131  O3 0.966
25 O 0.0642 -4.5696 -1.0851  H18 0.975, H46 0.956
26 H 4.3241 -0.3028 -1.9331  O20 0.965
27 H 0.7798 1.4396 -2.3435  O9 0.957
28 O -2.4101 1.3849 2.3681  H32 0.960, H47 0.959
29 H 0.8607 2.2992 0.8389  O48 0.976
30 H -0.4743 3.5499 -2.7369  O3 0.958
31 H -0.8973 -3.0514 2.2443  O35 0.979
32 H -2.5997 1.6503 1.4653  O28 0.960
33 H 1.4370 -1.8044 -1.1257  O4 0.950
34 O 0.7426 -1.3894 3.3387  H6 0.973, H14 0.969
35 O -1.4244 -2.4847 2.8440  H8 0.995, H10 1.075, H31 0.979
36 H -0.0078 -1.2389 -2.3126  O12 0.971
37 H 1.1794 -2.9004 0.6445  O13 0.964
38 H 2.5159 -0.8950 -0.0955  O4 0.966
39 O 1.5863 3.7997 2.1344  H5 0.957, H52 0.952
40 H -1.2873 -1.9653 -2.4511  O12 0.970
41 O -0.2276 4.5542 0.2575  H42 0.966, H50 0.955
42 H -0.7987 5.1738 -0.2146  O41 0.966
43 O -3.8501 1.5041 -1.1359  H7 0.961, H19 0.950
44 H -1.1746 -1.3875 0.1731  O2 0.961
45 H 0.3358 -4.1221 0.5181  O13 0.987
46 H 0.8082 -5.0450 -1.4507  O25 0.956
47 H -2.7133 2.0450 2.9949  O28 0.959
48 O 0.8248 1.3968 0.4680  H1 0.966, H29 0.976
49 H -3.2399 -1.6549 -0.1080  O21 0.955
50 H 0.5509 5.1035 0.1997  O41 0.955
51 H 4.0115 0.9370 -0.2680  O15 0.960
52 H 2.4747 3.7624 2.4730  O39 0.952